The following is a quantum chemistry calculation of a structure of composition C33H14F15GeN10PmS, from the OMol25 dataset.

```
! RIJCOSX wB97M-V def2-TZVPD def2/J DEFGRID3
* xyz 2 5
H -2.727 -3.524 3.819
C -1.963 -2.201 2.512
C -4.362 0.792 -4.289
C -4.493 4.595 -1.077
C -4.298 1.986 -6.395
C 1.588 -2.701 0.532
F -4.589 -2.957 1.344
F -4.959 5.736 -1.550
C -5.096 -2.068 0.480
F -5.893 -1.013 -4.101
C -4.749 -0.498 -1.347
N -2.484 -2.555 3.669
H 1.417 5.846 -1.263
F -7.236 -2.353 1.389
C 0.154 3.152 0.321
F -4.351 5.530 1.070
H 1.340 -3.717 0.789
C -4.318 3.504 -1.916
N 1.424 -0.655 -0.023
C 1.029 4.848 -1.107
C -0.295 2.682 1.640
C -3.821 2.288 -1.469
F -2.794 2.506 -4.695
C -5.866 0.191 -6.083
C 0.651 4.428 0.165
F -6.623 0.756 -2.032
N -0.769 1.506 1.758
C -1.767 0.023 3.150
C -3.719 3.293 0.773
C -3.481 -1.977 5.810
H 4.550 -0.645 -0.180
C -6.444 -1.760 0.513
C -2.836 0.699 5.324
N -1.620 -0.979 2.183
C 0.890 3.970 -2.163
S -1.559 -0.103 -2.698
H 0.212 2.001 -2.731
H 3.476 0.580 -0.713
H -0.262 3.342 2.504
C -6.950 -0.812 -0.358
H -4.327 -1.272 7.634
H 1.162 4.252 -3.171
C 0.371 2.702 -1.922
N 0.709 -1.743 0.253
C -4.298 -1.432 -0.440
C -2.487 -0.279 4.390
N -1.307 1.219 3.005
F -6.834 -0.577 -6.562
Pm -1.045 -0.016 -0.096
N 2.843 -2.254 0.445
F -3.451 3.171 2.070
C -4.188 4.494 0.267
F -8.231 -0.495 -0.309
N 2.657 -1.006 0.102
C -3.555 2.255 -0.112
F -4.685 3.681 -3.181
C -3.495 0.342 6.480
C -2.823 -1.601 4.648
N 3.696 -0.126 -0.025
Ge -3.605 0.598 -2.534
H -3.766 1.098 7.204
F -5.797 1.392 -8.090
F -2.952 -1.736 -0.376
C -3.812 -0.998 6.723
C -5.371 -0.006 -4.809
H -2.579 1.729 5.120
C -5.332 1.196 -6.870
F -3.775 2.929 -7.166
C -6.098 -0.195 -1.257
C -3.824 1.760 -5.122
H 0.738 5.084 1.022
N 0.010 2.292 -0.707
F -3.119 1.045 0.441
H -3.734 -3.016 5.990
H -1.826 -2.995 1.787
*
```

Molecular weight: 1085.19 g mol⁻¹
Total energy: -6394.4886 Eh
LUMO (spin up / spin down): -6.4 / -6.4 eV
HOMO-LUMO gap (spin up / spin down): 0.259 / 0.260 Ha



The following is a quantum chemistry calculation of a cluster of 2 separate species, C2H3NOS in total, from the OMol25 dataset.

```
! RIJCOSX wB97M-V def2-TZVPD def2/J DEFGRID3
* xyz 0 1
H -0.635 0.842 -1.924
S -1.069 0.191 2.855
O -0.618 -1.138 -1.034
C -0.434 0.072 -1.178
H 0.495 -1.306 1.856
N -0.684 -2.189 -0.500
C -0.174 -0.473 1.703
H -0.124 0.002 0.817
*
```

Energy relative to the best compared isomer or geometry (same formula, charge and spin): 214.28 kcal/mol
Molecular weight: 89.12 g mol⁻¹
Total energy: -605.8459 Eh
LUMO (spin up / spin down): -0.8 / -0.8 eV
HOMO-LUMO gap (spin up / spin down): 0.286 / 0.286 Ha



The following is a quantum chemistry calculation of a structure of composition C32H30BInN8O14, from the OMol25 dataset.

```
! RIJCOSX wB97M-V def2-TZVPD def2/J DEFGRID3
* xyz 2 1
C 0.202 -3.117 5.065
H 0.692 3.712 1.454
C -1.691 6.753 1.844
C -3.641 4.777 -1.351
H 0.265 5.258 0.912
C 2.770 1.471 -3.596
H -4.192 3.606 -2.968
N 3.826 1.179 -5.820
H -1.217 8.724 1.216
O -1.056 -0.483 2.188
H 2.042 -2.296 -3.415
O 1.802 0.398 0.437
H 0.002 0.887 5.451
H 0.411 -3.452 -4.125
H 1.296 -0.849 -1.634
C -3.408 1.910 1.448
C 1.623 -6.263 1.633
C -0.701 2.842 5.975
H -5.413 3.668 -1.720
N -3.115 5.692 -0.903
C 0.028 4.207 0.748
H -0.566 -3.707 5.560
H -1.936 7.630 -0.028
H 3.377 -3.754 0.124
O 3.655 2.359 -6.011
N 1.865 -2.196 6.851
H 1.670 1.744 -1.810
In -3.996 5.437 5.026
N -2.414 0.187 -3.277
O -2.654 0.928 0.938
O -3.144 3.252 3.450
H -0.221 -2.297 4.488
H 1.277 -6.631 2.588
H -3.973 2.694 -1.468
O -3.134 0.711 -2.464
H -0.656 -1.205 -4.745
H 1.000 2.292 5.007
H 2.320 -4.297 2.262
O -4.446 2.312 1.030
H -1.016 3.972 0.910
C 0.695 0.291 0.878
B -1.386 0.847 1.701
C 2.833 -0.741 -4.650
C -2.691 2.424 2.710
H 0.725 -3.717 4.321
C -0.804 -1.628 -3.758
H 2.962 -5.219 -1.849
N -2.027 5.966 2.610
O 0.587 -1.963 1.889
H 0.893 1.746 6.722
O 1.282 -8.645 -1.693
O -0.233 1.216 0.841
C 1.824 -0.351 -2.437
C 2.244 -1.240 -3.498
C 2.895 -4.711 0.264
C -1.760 -1.419 -1.546
H 0.299 -4.126 -1.782
C 0.111 -0.883 1.700
N 0.680 3.613 -1.709
C -0.230 -2.893 -3.460
O -1.536 1.809 2.817
C -1.604 -0.956 -2.819
C 3.141 0.595 -4.658
C 2.274 -5.055 1.490
C -4.338 3.626 -1.886
C 0.384 3.912 -0.640
H -2.357 -0.939 -0.778
O -2.315 0.485 -4.447
C 0.362 1.858 5.778
C 2.582 -5.463 -0.864
H -0.309 7.401 0.416
C -1.270 7.711 0.832
C 1.943 -6.681 -0.732
H -0.952 -2.853 -0.121
C -0.238 -3.244 -2.112
O 2.199 -7.147 -2.957
C 1.138 -2.622 6.073
H 1.060 -8.080 0.662
C 2.019 1.013 -2.527
O 4.479 0.416 -6.493
H 3.057 -1.422 -5.459
H 2.954 2.533 -3.711
C -0.956 -2.536 -1.156
N 1.798 -7.571 -1.892
C 1.510 -7.104 0.537
N -1.459 3.689 6.126
*
```

Molecular weight: 876.26 g mol⁻¹
Total energy: -2942.9082 Eh
LUMO: -12.3 eV
HOMO-LUMO gap: 0.083 Ha



The following is a quantum chemistry calculation of the molecule C4H10N2OS, from the OMol25 dataset.

```
! RIJCOSX wB97M-V def2-TZVPD def2/J DEFGRID3
* xyz 0 1
H -0.522 0.287 2.941
H 0.021 1.493 0.823
C -0.092 0.171 -1.383
C -0.653 -0.252 2.003
O -0.392 -0.054 -2.537
H 1.618 1.241 -0.788
H -2.040 0.085 -0.546
C 1.362 0.182 -0.891
H 1.949 -1.199 -2.260
H 1.519 -0.429 -0.015
H 2.345 0.306 -2.735
N -1.060 0.325 -0.422
H 0.237 -0.816 1.773
C -0.862 0.864 0.945
S -2.145 -1.214 2.310
H -1.685 1.487 1.287
N 2.279 -0.297 -1.928
H -1.876 -2.181 1.425
*
```

Energy relative to the best compared isomer or geometry (same formula, charge and spin): 20.23 kcal/mol
Molecular weight: 134.20 g mol⁻¹
Structure (SMILES): NCC(=O)NCCS
Total energy: -741.3458 Eh
LUMO: 0.7 eV
HOMO-LUMO gap: 0.371 Ha



The following is a quantum chemistry calculation of a structure of composition H13O6, from the OMol25 dataset.

```
! RIJCOSX wB97M-V def2-TZVPD def2/J DEFGRID3
* xyz 2 2
H -0.813 2.180 -0.959
H -1.433 -2.344 1.247
O 3.345 -1.424 -2.409
O -1.118 -2.264 0.343
H 2.175 1.288 3.756
H -1.046 -3.146 -0.019
H 0.024 -0.421 0.961
H -3.230 -0.189 -2.291
O 2.169 0.987 2.836
H 4.248 -0.979 -2.314
O 0.237 0.527 1.044
O -3.205 0.403 -1.531
H -0.679 1.195 0.409
H -2.109 1.280 -0.750
O -1.363 1.766 -0.284
H 3.008 1.325 2.504
H 0.889 0.577 1.793
H -4.080 0.331 -1.131
H 3.268 -1.596 -3.402
*
```

Energy relative to the best compared isomer or geometry (same formula, charge and spin): 0.00 kcal/mol
Molecular weight: 109.10 g mol⁻¹
Total energy: -458.4573 Eh
LUMO (spin up / spin down): -8.3 / -15.5 eV
HOMO-LUMO gap (spin up / spin down): 0.348 / 0.082 Ha